{
  "formula": "C35H50BBeN7O2",
  "method": "ωB97M-V with the def2-TZVPD basis set",
  "symbols": ["Be", "C", "C", "C", "C", "C", "C", "C", "C", "C", "N", "N", "B", "N", "N", "C", "C", "C", "C", "C", "C", "C", "C", "C", "N", "N", "C", "C", "C", "C", "C", "C", "C", "C", "C", "H", "H", "H", "H", "H", "H", "H", "H", "H", "H", "H", "H", "H", "H", "H", "H", "H", "H", "H", "H", "H", "H", "H", "H", "H", "H", "H", "H", "H", "H", "H", "H", "H", "H", "H", "H", "H", "H", "H", "H", "H", "H", "H", "H", "H", "H", "O", "C", "N", "C", "O", "C", "C", "C", "C", "C", "C", "H", "H", "H", "H"],
  "positions_angstrom": [[0.11, -0.44, -1.17], [-4.86, 0.61, -1.73], [-3.52, -0.12, -1.82], [-3.68, -1.53, -2.45], [-2.81, -0.18, -0.49], [-3.37, -0.21, 0.78], [-2.31, -0.14, 1.65], [-2.26, -0.34, 3.12], [-3.06, 0.66, 3.96], [-2.68, -1.83, 3.32], [-1.18, -0.04, 0.93], [-1.49, -0.15, -0.39], [0.13, 0.74, 1.24], [1.37, -0.20, 1.10], [1.63, -0.45, -0.20], [2.96, -0.43, -0.37], [3.57, -0.27, 0.89], [2.53, -0.11, 1.78], [2.63, 0.04, 3.27], [2.77, 1.48, 3.79], [1.59, -0.72, 4.09], [3.66, -0.49, -1.70], [5.06, 0.11, -1.53], [2.86, 0.28, -2.78], [0.24, 1.85, 0.13], [0.20, 1.48, -1.18], [-0.05, 2.55, -1.93], [-0.17, 3.65, -1.07], [-0.05, 3.19, 0.21], [-0.08, 4.05, 1.45], [-1.04, 3.63, 2.58], [1.36, 4.21, 1.95], [-0.27, 2.51, -3.43], [-0.42, 1.09, -4.01], [0.79, 3.34, -4.15], [-5.29, 0.68, -2.70], [-4.72, 1.60, -1.29], [-5.56, 0.08, -1.10], [-2.88, 0.50, -2.47], [-4.14, -2.20, -1.74], [-2.72, -1.93, -2.69], [-4.30, -1.50, -3.34], [-4.42, -0.28, 1.01], [-1.24, -0.25, 3.44], [-4.09, 0.73, 3.68], [-2.64, 1.67, 3.93], [-3.04, 0.37, 5.00], [-3.73, -1.98, 3.14], [-2.47, -2.13, 4.34], [-2.13, -2.47, 2.63], [0.03, 1.21, 2.32], [4.62, -0.29, 1.07], [3.59, -0.44, 3.49], [1.83, 1.99, 3.71], [3.53, 2.04, 3.27], [3.06, 1.39, 4.83], [0.68, -0.14, 4.20], [1.98, -0.94, 5.08], [1.33, -1.69, 3.64], [3.75, -1.54, -2.00], [5.01, 1.10, -1.07], [5.53, 0.23, -2.52], [5.72, -0.52, -0.92], [2.71, 1.32, -2.45], [1.90, -0.20, -2.93], [3.40, 0.29, -3.72], [-0.36, 4.66, -1.34], [-0.40, 5.02, 1.08], [-0.65, 2.87, 3.23], [-2.00, 3.32, 2.23], [-1.19, 4.52, 3.21], [1.84, 3.26, 2.15], [1.37, 4.82, 2.87], [1.94, 4.71, 1.16], [-1.21, 3.06, -3.59], [0.53, 0.55, -4.04], [-0.79, 1.15, -5.02], [-1.09, 0.50, -3.42], [1.79, 2.92, -3.99], [0.78, 4.34, -3.69], [0.60, 3.42, -5.22], [-1.92, -2.81, -0.20], [-0.94, -3.05, -0.84], [-0.06, -2.17, -1.55], [0.92, -2.96, -2.10], [1.88, -2.59, -2.75], [0.70, -4.39, -1.77], [1.41, -5.51, -2.05], [1.03, -6.73, -1.47], [-0.11, -6.79, -0.68], [-0.86, -5.64, -0.46], [-0.41, -4.45, -0.98], [2.26, -5.53, -2.71], [1.63, -7.64, -1.69], [-0.41, -7.72, -0.24], [-1.75, -5.65, 0.18]],
  "lowdin_charge": [0.30, -0.07, -0.33, -0.04, -0.23, 0.05, -0.21, -0.32, -0.04, -0.03, 0.09, 0.08, -0.44, 0.08, 0.09, -0.19, 0.05, -0.20, -0.34, -0.05, -0.05, -0.34, -0.08, -0.07, 0.09, 0.09, -0.22, 0.03, -0.18, -0.33, -0.06, -0.05, -0.33, -0.05, -0.06, 0.07, 0.09, 0.07, 0.12, 0.08, 0.06, 0.08, 0.12, 0.09, 0.07, 0.06, 0.08, 0.07, 0.07, 0.08, 0.10, 0.11, 0.14, 0.05, 0.08, 0.08, 0.06, 0.08, 0.09, 0.13, 0.09, 0.08, 0.08, 0.08, 0.02, 0.09, 0.11, 0.13, 0.05, 0.07, 0.09, 0.04, 0.09, 0.09, 0.14, 0.06, 0.09, 0.03, 0.07, 0.08, 0.08, 0.10, -0.36, 0.13, -0.42, 0.08, -0.11, 0.00, -0.06, -0.07, 0.00, -0.09, 0.11, 0.11, 0.10, 0.12],
  "e_lumo_ev": 0.62,
  "spin_multiplicity": 1,
  "charge": 0
}



{
  "formula": "C35H50Br2ClF19IN4O4S",
  "method": "ωB97M-V with the def2-TZVPD basis set",
  "symbols": ["C", "C", "C", "C", "C", "C", "C", "C", "C", "C", "C", "C", "Cl", "C", "O", "N", "N", "C", "C", "C", "C", "Br", "I", "C", "N", "C", "S", "C", "Br", "C", "C", "N", "C", "C", "O", "C", "F", "F", "F", "H", "H", "H", "H", "H", "H", "H", "H", "H", "H", "H", "H", "H", "H", "H", "H", "H", "H", "H", "H", "H", "H", "H", "H", "H", "H", "H", "H", "H", "H", "H", "H", "H", "H", "H", "H", "H", "H", "H", "H", "H", "H", "C", "C", "C", "F", "F", "F", "F", "O", "C", "C", "F", "F", "F", "F", "H", "H", "H", "H", "C", "C", "C", "F", "F", "F", "F", "O", "C", "C", "F", "F", "F", "F", "H", "H", "H", "H"],
  "positions_angstrom": [[2.72, -5.24, -0.12], [3.62, -4.26, 0.79], [4.41, -3.22, -0.11], [4.75, -1.88, 0.68], [5.08, -0.69, -0.39], [4.29, 0.60, 0.10], [4.12, 1.72, -1.03], [3.45, 1.08, -2.36], [2.27, 2.00, -2.96], [0.86, 1.24, -3.10], [-0.32, 1.77, -2.18], [-0.39, 1.42, -0.66], [0.89, 2.62, 0.03], [0.12, 0.07, -0.03], [1.15, -0.65, -0.70], [-0.95, -0.94, 0.38], [-0.48, -2.25, 0.31], [-0.05, -2.71, 1.46], [0.69, -1.91, 2.59], [-0.33, -4.26, 1.73], [-2.22, -0.77, -0.32], [-1.83, -1.33, -2.25], [-3.45, -2.42, 0.33], [-2.85, 0.76, -0.25], [-3.34, 0.83, -1.64], [-3.99, 1.83, -2.03], [-4.77, 3.25, -2.41], [-3.96, 0.94, 0.87], [-3.31, 0.35, 2.71], [-5.39, 0.33, 0.75], [-6.00, -0.17, -0.61], [-1.71, 1.74, 0.05], [-2.04, 3.18, 0.11], [-1.77, 3.98, 1.45], [-0.98, 3.39, 2.46], [-3.10, 4.52, 2.19], [-3.70, 3.58, 3.00], [-2.61, 5.50, 3.08], [-3.96, 5.21, 1.36], [3.36, -5.64, -0.97], [2.35, -6.08, 0.56], [1.85, -4.67, -0.58], [2.89, -3.68, 1.44], [4.28, -4.87, 1.49], [5.40, -3.67, -0.46], [3.77, -3.04, -1.04], [5.65, -1.96, 1.36], [3.89, -1.49, 1.31], [4.75, -1.10, -1.40], [6.20, -0.51, -0.47], [3.26, 0.40, 0.53], [4.90, 1.05, 0.95], [5.18, 2.06, -1.29], [3.58, 2.66, -0.68], [4.30, 1.07, -3.12], [3.15, 0.00, -2.22], [2.18, 3.00, -2.41], [2.64, 2.29, -4.00], [0.98, 0.10, -3.13], [0.54, 1.48, -4.17], [-1.25, 1.57, -2.81], [-0.23, 2.91, -2.25], [0.59, 0.33, 0.99], [1.83, -0.99, -0.10], [0.55, -2.50, 3.56], [0.31, -0.86, 2.78], [1.82, -1.84, 2.43], [-1.45, -4.33, 1.93], [-0.09, -4.91, 0.83], [0.18, -4.61, 2.68], [-4.16, 2.04, 1.12], [-5.46, -0.57, 1.45], [-6.18, 1.03, 1.20], [-6.42, 0.72, -1.17], [-6.90, -0.86, -0.43], [-5.32, -0.74, -1.30], [-1.44, 1.47, 1.03], [-3.14, 3.42, -0.11], [-1.52, 3.75, -0.73], [-1.24, 4.95, 1.16], [-0.12, 3.82, 2.55], [-10.21, 5.39, -1.27], [-11.40, 5.10, -2.21], [-12.29, 3.91, -1.84], [-11.62, 2.74, -1.84], [-13.29, 3.78, -2.74], [-10.93, 4.97, -3.48], [-12.18, 6.21, -2.21], [-8.92, 4.90, -1.67], [-8.57, 3.58, -1.33], [-8.34, 2.70, -2.57], [-9.45, 2.62, -3.33], [-8.03, 1.44, -2.21], [-9.48, 3.07, -0.49], [-7.42, 3.68, -0.62], [-10.09, 6.47, -1.27], [-10.43, 5.14, -0.23], [-12.74, 4.05, -0.85], [-7.53, 3.10, -3.18], [9.74, -3.90, 0.41], [8.52, -3.13, 0.97], [8.83, -2.09, 2.05], [9.37, -2.62, 3.15], [7.68, -1.48, 2.45], [7.60, -4.03, 1.41], [7.95, -2.48, -0.08], [10.00, -5.21, 0.94], [10.76, -5.31, 2.12], [9.98, -5.92, 3.28], [8.89, -5.18, 3.59], [10.74, -5.98, 4.40], [11.30, -4.11, 2.43], [11.81, -6.11, 1.82], [9.52, -4.09, -0.64], [10.65, -3.29, 0.39], [9.50, -1.31, 1.66], [9.64, -6.93, 3.03]],
  "lowdin_charge": [-0.13, -0.24, -0.21, -0.18, -0.18, -0.22, -0.21, -0.19, -0.19, -0.19, -0.22, -0.47, 0.81, -0.34, -0.03, -0.25, -0.03, -0.29, -0.02, -0.04, -0.94, 0.71, 1.07, -0.38, -0.01, -0.58, 0.79, -0.54, 0.74, -0.33, -0.15, 0.00, -0.10, -0.23, -0.04, -0.42, 0.09, 0.08, 0.12, 0.08, 0.08, 0.06, 0.07, 0.11, 0.12, 0.11, 0.09, 0.08, 0.09, 0.11, 0.07, 0.12, 0.11, 0.07, 0.11, 0.08, 0.08, 0.11, 0.11, 0.12, 0.10, 0.11, 0.12, 0.09, 0.09, 0.07, 0.08, 0.06, 0.08, 0.08, 0.09, 0.04, 0.14, 0.05, 0.11, 0.04, 0.13, 0.10, 0.14, 0.18, 0.11, -0.04, -0.44, -0.30, 0.09, 0.10, 0.13, 0.11, 0.03, -0.51, -0.30, 0.11, 0.07, 0.15, 0.10, 0.15, 0.14, 0.17, 0.13, -0.04, -0.43, -0.30, 0.10, 0.08, 0.12, 0.09, 0.04, -0.51, -0.28, 0.10, 0.10, 0.14, 0.15, 0.15, 0.15, 0.18, 0.18],
  "e_lumo_ev": -3.62,
  "spin_multiplicity": 1,
  "charge": 1
}



{
  "formula": "C35H50Cl2FN4O10S2Si",
  "method": "ωB97M-V with the def2-TZVPD basis set",
  "symbols": ["C", "O", "C", "C", "C", "C", "N", "C", "N", "C", "C", "O", "F", "C", "Cl", "C", "C", "Cl", "N", "C", "C", "N", "S", "C", "C", "O", "O", "C", "C", "C", "O", "C", "O", "C", "S", "Si", "C", "C", "C", "H", "H", "H", "H", "H", "H", "H", "H", "H", "H", "H", "H", "H", "H", "H", "H", "H", "H", "H", "H", "H", "H", "H", "H", "H", "H", "H", "H", "H", "H", "H", "H", "H", "H", "H", "H", "H", "H", "H", "H", "H", "H", "C", "C", "C", "O", "C", "C", "C", "O", "H", "H", "H", "H", "C", "C", "C", "O", "C", "C", "C", "O", "H", "H", "H", "H"],
  "positions_angstrom": [[2.49, -6.34, 1.66], [3.00, -5.31, 0.84], [2.53, -5.40, -0.50], [2.79, -4.09, -1.22], [2.28, -2.88, -0.45], [2.84, -1.53, -0.93], [3.47, -0.70, 0.15], [2.98, 0.59, 0.24], [3.58, 1.71, -0.33], [3.97, 1.54, -1.73], [3.26, 2.58, -2.58], [2.17, 3.06, -2.42], [4.04, 2.89, -3.62], [4.53, 2.55, 0.44], [4.04, 2.65, 2.12], [4.69, 3.94, -0.20], [3.51, 4.88, -0.06], [6.15, 4.66, 0.55], [1.86, 0.76, 0.93], [1.28, -0.37, 1.69], [2.19, -0.83, 2.80], [2.38, -0.05, 3.78], [1.11, 2.30, 1.04], [-0.58, 1.89, 0.57], [-0.77, 0.88, -0.54], [0.05, 0.57, -1.38], [-2.02, 0.37, -0.44], [-2.89, 0.64, -1.58], [-4.32, 0.45, -1.10], [-5.20, -0.41, -2.00], [-4.83, 1.79, -0.99], [-6.10, 1.94, -0.52], [-6.95, 2.46, -1.20], [-6.36, 1.53, 0.91], [-4.95, 1.51, 2.05], [5.23, -1.04, 0.46], [6.36, -0.55, -0.95], [5.79, -0.24, 2.05], [5.41, -2.89, 0.62], [1.39, -6.35, 1.64], [2.86, -7.32, 1.37], [2.82, -6.14, 2.68], [3.04, -6.22, -1.01], [1.46, -5.63, -0.50], [2.24, -4.17, -2.16], [3.84, -3.99, -1.47], [2.51, -3.00, 0.61], [1.19, -2.85, -0.51], [3.57, -1.70, -1.72], [2.04, -0.95, -1.38], [5.04, 1.65, -1.88], [3.69, 0.56, -2.10], [5.52, 2.08, 0.43], [4.99, 3.81, -1.23], [3.51, 5.33, 0.93], [2.58, 4.36, -0.26], [3.62, 5.68, -0.78], [0.36, -0.02, 2.13], [1.04, -1.18, 1.01], [2.64, -1.82, 2.71], [3.00, -0.45, 4.48], [-1.00, 2.83, 0.22], [-1.17, 1.57, 1.42], [-2.62, 0.00, -2.41], [-2.76, 1.68, -1.87], [-4.26, 0.00, -0.11], [-4.61, -1.21, -2.44], [-5.98, -0.89, -1.41], [-5.67, 0.18, -2.79], [-6.77, 0.53, 0.93], [-7.11, 2.23, 1.26], [-4.37, 2.67, 1.73], [6.80, 0.44, -0.82], [5.83, -0.53, -1.91], [7.15, -1.29, -1.05], [6.46, -0.93, 2.55], [6.36, 0.66, 1.83], [4.99, 0.06, 2.72], [5.56, -3.35, -0.35], [6.35, -3.03, 1.16], [4.61, -3.40, 1.14], [-5.01, 6.49, 2.85], [-6.19, 7.05, 3.06], [-7.35, 6.79, 2.16], [-8.43, 7.30, 2.36], [-7.12, 5.88, 1.01], [-5.93, 5.33, 0.79], [-4.79, 5.59, 1.70], [-3.71, 5.06, 1.50], [-4.15, 6.67, 3.49], [-6.38, 7.72, 3.90], [-7.97, 5.71, 0.36], [-5.74, 4.67, -0.05], [-3.48, -3.71, -1.48], [-2.69, -4.32, -2.36], [-3.05, -5.63, -2.94], [-2.31, -6.18, -3.73], [-4.34, -6.24, -2.52], [-5.14, -5.63, -1.65], [-4.78, -4.32, -1.06], [-5.50, -3.75, -0.27], [-3.24, -2.76, -1.03], [-1.76, -3.88, -2.69], [-4.58, -7.20, -2.96], [-6.08, -6.06, -1.33]],
  "lowdin_charge": [-0.10, -0.22, -0.23, -0.17, -0.18, -0.16, -0.06, -0.38, -0.05, -0.06, -0.42, 0.17, 0.13, -0.69, 0.77, -0.73, -0.12, 0.67, -0.26, -0.13, -0.21, 0.14, 1.05, -0.32, -0.52, 0.12, -0.02, -0.06, -0.33, 0.00, -0.03, -0.54, 0.13, -0.43, 0.77, 0.53, -0.15, -0.16, -0.14, 0.09, 0.09, 0.09, 0.13, 0.12, 0.12, 0.10, 0.09, 0.12, 0.11, 0.11, 0.12, 0.13, 0.07, 0.09, 0.07, 0.04, 0.09, 0.12, 0.11, 0.11, 0.07, 0.11, 0.09, 0.13, 0.15, 0.11, 0.07, 0.09, 0.10, 0.09, 0.08, -0.16, 0.03, 0.03, 0.05, 0.04, 0.03, -0.01, 0.04, 0.05, 0.03, 0.02, 0.03, -0.38, 0.13, 0.04, 0.02, -0.39, 0.07, 0.12, 0.13, 0.13, 0.11, 0.00, 0.02, -0.38, 0.11, 0.03, 0.03, -0.39, 0.10, 0.11, 0.12, 0.13, 0.13],
  "e_lumo_ev": -3.37,
  "spin_multiplicity": 1,
  "charge": 1
}



{
  "formula": "C35H50N11O8",
  "method": "ωB97M-V with the def2-TZVPD basis set",
  "symbols": ["C", "C", "C", "H", "O", "C", "C", "H", "H", "O", "C", "H", "C", "O", "C", "H", "H", "C", "N", "C", "N", "C", "N", "C", "H", "H", "C", "N", "C", "O", "C", "N", "C", "C", "N", "N", "C", "N", "H", "H", "H", "C", "C", "C", "C", "C", "C", "C", "H", "H", "O", "H", "H", "H", "H", "H", "H", "C", "H", "C", "C", "O", "O", "H", "H", "H", "H", "H", "C", "H", "C", "H", "H", "H", "H", "H", "N", "C", "N", "N", "C", "H", "H", "C", "O", "C", "H", "C", "H", "H", "H", "H", "H", "H", "H", "H", "H", "H", "H", "H", "H", "H", "H", "H"],
  "positions_angstrom": [[2.50, -2.48, -3.92], [1.33, -2.76, -3.91], [-0.08, -3.09, -3.91], [-0.31, -3.65, -4.83], [-0.84, -1.89, -3.87], [-2.19, -2.01, -4.28], [-3.15, -2.24, -3.10], [-2.85, -3.12, -2.54], [-4.16, -2.38, -3.50], [-3.12, -1.18, -2.16], [-3.65, 0.05, -2.64], [-2.92, 0.55, -3.28], [-3.98, 0.93, -1.44], [-2.81, 1.15, -0.66], [-3.05, 1.22, 0.74], [-3.86, 1.93, 0.96], [-2.13, 1.60, 1.18], [-3.37, -0.17, 1.34], [-2.41, -1.13, 0.87], [-1.21, -1.27, 1.49], [-1.17, -1.02, 2.78], [0.04, -1.16, 3.35], [0.14, -0.91, 4.67], [1.42, -0.50, 5.21], [1.61, -1.02, 6.15], [2.19, -0.79, 4.48], [1.40, 1.04, 5.42], [0.34, 1.59, 4.60], [0.42, 2.13, 3.38], [-0.57, 2.44, 2.74], [1.80, 2.38, 2.76], [1.82, 1.70, 1.49], [0.94, 1.81, 0.47], [1.39, 0.89, -0.46], [2.50, 0.30, 0.05], [2.74, 0.79, 1.21], [0.82, 0.49, -1.77], [-0.42, -0.31, -1.53], [-1.22, 0.31, -1.29], [-0.66, -0.85, -2.38], [1.53, -0.16, -2.28], [0.50, 1.72, -2.63], [-0.02, 1.36, -4.00], [0.72, 0.57, -4.87], [0.24, 0.25, -6.12], [-1.00, 0.71, -6.53], [-1.74, 1.53, -5.68], [-1.24, 1.85, -4.43], [-1.81, 2.52, -3.79], [-2.69, 1.91, -6.02], [-1.53, 0.40, -7.74], [-0.90, -0.10, -8.27], [0.83, -0.37, -6.78], [1.69, 0.21, -4.57], [1.43, 2.30, -2.74], [-0.22, 2.35, -2.11], [0.11, 2.48, 0.49], [2.02, 3.89, 2.55], [2.91, 4.03, 1.94], [2.20, 4.64, 3.88], [0.90, 4.70, 4.66], [0.70, 4.14, 5.70], [0.00, 5.46, 4.05], [-0.83, 5.50, 4.55], [2.50, 5.66, 3.66], [2.96, 4.16, 4.49], [1.16, 4.31, 2.02], [2.63, 1.95, 3.33], [-0.97, 1.22, 5.11], [-1.70, 1.49, 4.36], [-0.97, -0.31, 5.37], [-0.86, -0.53, 6.43], [-1.89, -0.76, 5.00], [-1.16, 1.78, 6.03], [2.36, 1.48, 5.20], [1.15, 1.28, 6.46], [1.12, -1.58, 2.71], [0.97, -1.89, 1.42], [-0.18, -1.67, 0.73], [2.01, -2.43, 0.79], [1.98, -2.84, -0.59], [0.95, -2.87, -0.94], [2.56, -2.13, -1.19], [2.61, -4.23, -0.71], [3.91, -4.25, -0.18], [3.91, -3.90, 1.19], [4.94, -3.94, 1.52], [3.32, -2.50, 1.40], [3.23, -2.28, 2.46], [3.96, -1.75, 0.92], [3.31, -4.64, 1.75], [2.70, -4.52, -1.76], [1.98, -4.96, -0.18], [-0.27, -0.98, -0.67], [-2.44, -1.31, -0.13], [-3.30, -0.11, 2.43], [-4.37, -0.51, 1.06], [-4.75, 0.45, -0.84], [-4.37, 1.89, -1.80], [-4.57, -0.13, -3.21], [-2.31, -2.83, -5.00], [-2.43, -1.07, -4.79], [-0.31, -3.73, -3.05], [3.52, -2.26, -3.94]],
  "lowdin_charge": [0.14, -0.09, -0.19, 0.14, -0.19, -0.15, -0.16, 0.14, 0.14, -0.17, -0.16, 0.09, -0.15, -0.19, -0.16, 0.13, 0.10, -0.14, 0.09, -0.37, 0.21, -0.35, -0.06, -0.09, 0.13, 0.11, -0.09, -0.04, -0.41, 0.04, -0.16, -0.07, 0.03, -0.23, 0.08, 0.08, -0.24, 0.21, 0.12, 0.11, 0.13, -0.08, -0.23, -0.04, -0.01, -0.33, -0.01, -0.06, 0.12, 0.12, 0.07, 0.11, 0.12, 0.11, 0.14, 0.12, 0.13, -0.11, 0.13, -0.07, -0.54, 0.11, 0.13, 0.14, 0.13, 0.13, 0.12, 0.14, -0.08, 0.12, -0.10, 0.13, 0.12, 0.13, 0.12, 0.13, 0.19, -0.34, 0.14, -0.05, -0.13, 0.11, 0.11, -0.18, -0.12, -0.17, 0.13, -0.12, 0.11, 0.12, 0.13, 0.12, 0.13, 0.09, 0.11, 0.12, 0.12, 0.13, 0.14, 0.14, 0.14, 0.12, 0.13, 0.05],
  "e_lumo_ev": -1.51,
  "spin_multiplicity": 1,
  "e_above_lowest_ev": 0.195,
  "charge": 1
}